Computed, not measured: a molecular structure, C4H5NO, with the ωB97M-V functional and the def2-TZVPD basis.

Calculated values
Relative energy (zero: lowest compared OMol25 entry of this formula, charge and spin)   341.3 kJ/mol
HOMO   -0.304 Ha
Kohn-Sham gap   8.6 eV
Net charge   0
LUMO energy   0.3 eV
F_max   0.0049 Eh/bohr

Each line ends with the Mulliken charge.
Cartesian coordinates (Å):
C: 1.3789 -0.5236 0.1425  -0.87
C: 0.5377 0.5574 0.4139  0.15
O: -0.3248 1.2013 -1.0819  -0.46
C: -1.2627 0.3538 -1.0930  0.14
N: -1.4034 -0.6287 -0.1874  -0.58
C: -0.5356 -0.3159 0.7977  -0.05
H: 1.0704 -1.3493 -0.4841  0.30
H: 2.4005 -0.5220 0.5105  0.30
H: 0.8956 1.3935 1.0078  0.32
H: -2.0449 0.4614 -1.8485  0.39
H: -0.7118 -0.6279 1.8226  0.37